Below is a cluster of 8 separate species, C43H112Cl3N6O22P7 in total at a distorted geometry, with properties calculated with ωB97M-V/def2-TZVPD.

The calculation puts the HOMO-LUMO gap at 8.40 eV. The calculation puts the total energy at -7460.0281 a.u. As for the SMILES: CN(C)P(=O)(N(C)C)N(C)C.CN(C)P(=O)(N(C)C)N(C)C.CCOP(=O)(OCC)OCC.CCOP(=O)(OCC)OCC.CCOP(=O)(OCC)OCC.CCOP(=O)(OCC)OCC.CCOP(=O)(OCC)OCC.ClC(Cl)Cl. The highest occupied orbital energy comes out at -7.94 eV.

Geometry as ORCA input:
```
! wB97M-V def2-TZVPD RIJCOSX def2/J DEFGRID3
* xyz 0 1
C 3.482 -2.352 1.851
N 3.521 -3.611 1.135
C 4.326 -4.626 1.831
P 3.695 -3.356 -0.500
O 4.908 -2.686 -0.980
N 3.592 -4.925 -1.027
C 2.295 -5.580 -1.063
C 4.629 -5.680 -1.715
N 2.371 -2.507 -0.842
C 2.360 -1.774 -2.104
C 1.067 -2.742 -0.374
H 2.824 -1.617 1.431
H 4.462 -1.894 2.015
H 3.100 -2.620 2.853
H 4.129 -5.590 1.462
H 4.226 -4.516 2.854
H 5.407 -4.689 1.619
H 2.374 -6.584 -0.693
H 1.698 -5.017 -0.327
H 1.829 -5.668 -2.037
H 4.199 -6.283 -2.562
H 5.411 -5.032 -2.169
H 5.107 -6.483 -1.164
H 1.571 -2.143 -2.738
H 2.166 -0.694 -1.960
H 3.348 -1.826 -2.448
H 0.517 -3.130 -1.235
H 0.564 -1.794 -0.112
H 0.937 -3.379 0.464
C 2.626 4.039 1.572
N 3.848 3.280 1.929
C 3.792 2.330 3.034
P 5.021 3.243 0.824
O 4.627 3.821 -0.415
N 6.397 3.885 1.444
C 6.304 5.030 2.319
C 7.471 4.090 0.509
N 5.607 1.624 0.517
C 4.856 0.970 -0.550
C 6.408 0.789 1.325
H 2.340 4.461 2.596
H 1.787 3.423 1.302
H 2.775 4.948 0.950
H 4.775 1.832 3.165
H 3.109 1.443 2.924
H 3.506 2.895 3.900
H 6.309 5.979 1.819
H 5.370 4.949 2.871
H 7.091 4.970 3.029
H 7.551 5.161 0.188
H 8.391 3.912 1.041
H 7.305 3.455 -0.319
H 3.921 1.488 -0.719
H 5.486 0.954 -1.487
H 4.643 -0.091 -0.273
H 5.825 -0.182 1.392
H 6.536 1.142 2.358
H 7.361 0.442 0.967
C 1.776 -5.430 6.387
C 0.690 -4.410 6.573
O 0.949 -3.365 5.697
P -0.075 -2.607 4.831
O 0.515 -1.637 3.920
O -0.985 -3.668 4.075
C -0.646 -4.068 2.750
C 0.593 -4.997 2.624
O -1.038 -1.944 5.862
C -2.021 -0.932 5.470
C -2.728 -0.394 6.666
H 2.720 -4.901 6.406
H 1.835 -6.160 7.217
H 1.639 -5.913 5.389
H -0.296 -4.825 6.299
H 0.733 -4.151 7.624
H -1.529 -4.623 2.375
H -0.519 -3.158 2.139
H 0.733 -5.784 3.372
H 0.563 -5.531 1.676
H 1.438 -4.376 2.601
H -1.570 -0.141 4.877
H -2.791 -1.454 4.826
H -2.018 0.102 7.207
H -3.468 0.307 6.342
H -3.228 -1.190 7.175
C 2.716 3.034 -2.890
C 3.259 2.031 -3.931
O 2.213 1.024 -4.114
P 2.391 0.010 -5.283
O 2.673 0.540 -6.610
O 3.529 -0.911 -4.727
C 4.198 -1.846 -5.534
C 5.213 -2.663 -4.824
O 0.989 -0.677 -5.229
C 0.293 -1.107 -6.446
C -0.896 -0.206 -6.700
H 3.384 3.915 -2.729
H 1.655 3.318 -3.116
H 2.731 2.447 -2.004
H 3.468 2.462 -4.947
H 4.189 1.605 -3.499
H 3.461 -2.586 -5.804
H 4.656 -1.319 -6.395
H 5.613 -3.277 -5.623
H 6.039 -2.086 -4.404
H 4.690 -3.247 -4.041
H 0.976 -1.046 -7.315
H 0.061 -2.176 -6.323
H -1.476 -0.157 -5.768
H -0.491 0.816 -6.790
H -1.445 -0.707 -7.492
C -4.587 3.587 1.955
C -4.523 4.076 0.546
O -4.410 2.960 -0.429
P -5.570 2.118 -1.088
O -6.452 1.437 -0.124
O -6.328 3.156 -2.033
C -7.747 3.090 -2.264
C -8.161 2.213 -3.441
O -4.823 1.199 -2.153
C -4.209 -0.102 -1.881
C -4.351 -0.971 -3.098
H -5.441 2.976 2.066
H -3.717 2.970 2.131
H -4.611 4.407 2.727
H -5.386 4.616 0.201
H -3.618 4.714 0.362
H -8.225 2.643 -1.400
H -8.012 4.163 -2.421
H -7.841 1.200 -3.242
H -9.259 2.224 -3.521
H -7.808 2.496 -4.476
H -3.150 0.141 -1.678
H -4.767 -0.553 -1.073
H -3.829 -1.864 -2.803
H -5.372 -1.198 -3.368
H -3.883 -0.553 -3.987
C -4.443 -5.302 4.193
C -5.570 -4.298 4.036
O -5.764 -3.837 2.652
P -4.829 -2.592 2.243
O -3.561 -2.566 3.012
O -4.683 -2.818 0.695
C -3.991 -3.961 0.176
C -2.853 -3.644 -0.713
O -5.667 -1.334 2.540
C -5.102 -0.005 2.754
C -6.166 0.716 3.497
H -4.476 -5.687 5.187
H -4.599 -6.189 3.587
H -3.458 -4.853 4.045
H -6.511 -4.782 4.340
H -5.463 -3.438 4.713
H -3.617 -4.515 0.981
H -4.756 -4.589 -0.384
H -2.391 -4.540 -0.961
H -3.228 -3.065 -1.558
H -2.091 -3.114 -0.155
H -4.198 -0.112 3.381
H -4.929 0.406 1.764
H -7.099 0.987 3.029
H -6.405 0.079 4.366
H -5.846 1.657 3.911
C -1.211 2.033 -3.725
C -1.027 2.671 -2.321
O -0.798 4.130 -2.517
P -0.882 5.088 -1.265
O -0.576 4.348 -0.028
O 0.069 6.332 -1.546
C 1.441 5.987 -1.901
C 1.631 6.304 -3.379
O -2.315 5.822 -1.151
C -2.901 6.552 -2.208
C -4.389 6.483 -2.005
H -0.266 1.989 -4.335
H -1.693 1.077 -3.604
H -1.916 2.626 -4.326
H -1.924 2.530 -1.716
H -0.136 2.248 -1.775
H 2.040 6.643 -1.267
H 1.601 4.926 -1.609
H 0.898 7.142 -3.694
H 2.649 6.634 -3.486
H 1.525 5.437 -4.007
H -2.556 7.574 -2.084
H -2.571 6.097 -3.129
H -4.923 6.831 -2.961
H -4.604 5.410 -1.984
H -4.722 7.158 -1.228
Cl -0.486 2.121 2.550
C -0.215 0.491 1.878
Cl 1.210 0.493 0.753
Cl -1.646 -0.116 1.032
H -0.047 -0.228 2.680
*
```

---

Below is a structure of composition C32H32N7PbS, with properties calculated with ωB97M-V/def2-TZVPD.

As for the expectation value of S²: 1.82. The calculation puts the HOMO-LUMO gap (alpha / beta) at 5.94 / 6.28 eV. The calculation puts the total energy at -2212.7960 a.u. The highest occupied orbital energy (alpha / beta) comes out at -6.21 / -6.77 eV. Its energy above the lowest of the compared OMol25 structures with the same formula, charge and spin is 366.4 kJ/mol.

Geometry as ORCA input:
```
! wB97M-V def2-TZVPD RIJCOSX def2/J DEFGRID3
* xyz 0 2
Pb 0.572 0.199 0.088
C -1.529 5.035 -1.803
C -0.352 5.308 -1.123
C 0.712 4.418 -1.160
C 0.606 3.242 -1.894
C -0.580 2.956 -2.567
C -1.637 3.849 -2.517
N 1.703 2.328 -1.957
C 3.001 2.712 -1.441
C 3.704 3.677 -2.145
C 4.969 4.065 -1.746
C 5.536 3.452 -0.634
C 4.841 2.494 0.074
C 3.543 2.097 -0.298
N 2.823 1.146 0.431
N 3.452 0.742 1.514
C 2.766 -0.066 2.359
C 3.491 -0.632 3.433
C 2.853 -1.430 4.342
C 1.478 -1.673 4.206
C 0.828 -1.102 3.141
N 1.438 -0.323 2.238
H -2.351 5.739 -1.779
H -0.250 6.226 -0.557
H 1.620 4.633 -0.613
H -0.658 2.037 -3.133
H -2.548 3.619 -3.057
H 3.238 4.120 -3.017
H 5.504 4.829 -2.294
H 6.536 3.725 -0.320
H 5.272 2.016 0.940
H 4.549 -0.421 3.491
H 3.405 -1.873 5.161
H 0.936 -2.289 4.909
H -0.232 -1.267 2.980
S 2.524 -0.064 -2.859
C 1.539 1.131 -2.512
N -2.031 0.182 1.310
C -3.156 0.237 1.043
N -4.433 0.290 0.723
C -5.353 -0.780 1.121
C -5.797 -1.570 -0.104
C -6.382 -0.630 -1.158
C -5.362 0.443 -1.543
C -4.910 1.215 -0.309
H -6.220 -0.318 1.602
H -4.854 -1.414 1.850
H -6.530 -2.321 0.196
H -4.933 -2.096 -0.520
H -7.279 -0.148 -0.755
H -6.686 -1.194 -2.041
H -5.788 1.141 -2.266
H -4.491 -0.028 -2.007
H -5.751 1.779 0.107
H -4.112 1.917 -0.542
C 3.702 -3.160 0.289
C 2.393 -3.887 0.275
C 2.320 -5.247 0.491
C 1.095 -5.913 0.500
C -0.090 -5.206 0.280
C -0.078 -3.845 0.071
C -1.349 -3.090 -0.179
C 1.180 -3.120 0.061
N 1.255 -1.831 -0.147
H 4.537 -3.855 0.203
H 3.816 -2.595 1.219
H 3.737 -2.428 -0.519
H 3.234 -5.808 0.652
H 1.062 -6.980 0.676
H -1.035 -5.739 0.271
H -2.211 -3.756 -0.135
H -1.324 -2.606 -1.159
H -1.478 -2.293 0.559
*
```

---

Below is a cluster of 12 separate species, H24O12 in total, with properties calculated with ωB97M-V/def2-TZVPD.

The calculation puts the HOMO-LUMO gap at 10.88 eV. The calculation puts the total energy at -917.2213 a.u. As for the SMILES: O.O.O.O.O.O.O.O.O.O.O.O. The highest occupied orbital energy comes out at -10.92 eV. Its energy above the lowest of the compared OMol25 structures with the same formula, charge and spin is 273.1 kJ/mol.

Geometry as ORCA input:
```
! wB97M-V def2-TZVPD RIJCOSX def2/J DEFGRID3
* xyz 0 1
O 15.556 -0.949 -0.314
H 14.755 -0.691 -0.770
H 15.847 -0.153 0.130
O 14.569 -10.909 -6.639
H 15.059 -11.546 -7.159
H 15.234 -10.303 -6.313
O 14.981 -0.562 -6.536
H 15.716 -0.122 -6.109
H 14.550 -1.048 -5.833
O 17.296 -8.245 -4.855
H 18.077 -8.541 -5.322
H 17.300 -7.293 -4.961
O 10.894 -10.169 -0.149
H 11.687 -10.550 -0.527
H 10.681 -9.436 -0.728
O 15.740 -10.242 -1.318
H 15.647 -9.614 -0.601
H 16.205 -9.759 -2.001
O 9.281 -5.867 -1.717
H 8.495 -5.792 -2.257
H 9.891 -5.230 -2.091
O 14.887 -6.992 1.748
H 15.040 -6.567 0.904
H 14.937 -6.281 2.387
O 11.583 -1.601 -3.786
H 11.080 -1.762 -4.584
H 11.037 -1.002 -3.276
O 8.996 -4.828 -6.546
H 9.505 -5.527 -6.136
H 8.169 -5.244 -6.790
O 11.147 -8.766 -5.789
H 11.985 -9.128 -6.074
H 10.490 -9.302 -6.233
O 13.923 -5.812 -2.834
H 13.548 -6.446 -3.446
H 13.936 -4.988 -3.320
*
```

---

Below is a structure of composition C25H34IN3ORhS, with properties calculated with ωB97M-V/def2-TZVPD.

The calculation puts the HOMO-LUMO gap (alpha / beta) at 5.34 / 5.30 eV. The calculation puts the total energy at -2017.9791 a.u. The highest occupied orbital energy (alpha / beta) comes out at -17.06 / -17.06 eV.

Geometry as ORCA input:
```
! wB97M-V def2-TZVPD RIJCOSX def2/J DEFGRID3
* xyz 3 1
Rh -1.379 0.332 -1.600
C 5.117 -2.156 -2.156
C 4.814 -0.856 -1.380
C 5.308 -0.997 0.058
C 5.528 0.329 -2.056
C 3.322 -0.622 -1.453
C 2.700 -0.387 -2.690
C 1.350 -0.174 -2.758
N 0.574 -0.191 -1.651
C 1.144 -0.434 -0.439
C 2.493 -0.645 -0.318
C 0.164 -0.461 0.665
C 0.454 -0.719 1.979
C -0.555 -0.748 2.959
C -1.858 -0.520 2.515
C -2.110 -0.260 1.187
N -1.126 -0.225 0.276
C -0.199 -0.995 4.409
C 0.720 0.158 4.859
C 0.553 -2.333 4.521
C -1.438 -1.036 5.302
H 6.193 -2.331 -2.132
H 4.817 -2.091 -3.202
H 4.624 -3.016 -1.701
H 6.390 -1.113 0.048
H 4.898 -1.882 0.551
H 5.086 -0.113 0.660
H 6.604 0.191 -1.951
H 5.265 1.279 -1.588
H 5.313 0.393 -3.122
H 3.276 -0.375 -3.604
H 0.846 0.003 -3.701
H 2.922 -0.838 0.654
H 1.479 -0.911 2.261
H -2.693 -0.554 3.199
H -3.115 -0.098 0.828
H 1.686 0.138 4.352
H 0.909 0.057 5.927
H 0.257 1.132 4.692
H 1.440 -2.376 3.887
H -0.094 -3.175 4.272
H 0.888 -2.460 5.551
H -1.971 -0.084 5.312
H -1.126 -1.239 6.325
H -2.128 -1.831 5.012
I -7.265 1.221 -1.082
C -5.669 0.092 -1.758
C -5.846 -1.067 -2.516
C -4.740 -1.784 -2.938
C -3.475 -1.336 -2.603
N -3.310 -0.222 -1.879
C -4.375 0.483 -1.463
H -6.843 -1.403 -2.773
H -4.847 -2.687 -3.522
H -2.582 -1.874 -2.901
H -4.178 1.376 -0.882
C -3.666 3.942 -2.634
S -2.530 3.445 -1.355
C -1.307 4.734 -1.459
O -1.779 2.219 -1.989
H -4.024 4.941 -2.377
H -4.504 3.247 -2.635
H -3.149 3.950 -3.592
H -1.824 5.677 -1.275
H -0.858 4.721 -2.450
H -0.570 4.562 -0.678
*
```